1.
22
Properties=species:S:1:pos:R:3:mulliken_charge:R:1 method="wB97M-V/def2-TZVPD" smiles="O=N[C@](Cn1ccnc1)(P[O-])[P@@](=O)([O-])O" de_lowest_kj_mol=100.1 homo_energy_ev=-0.6 total_energy_ev=-38583.9595 multiplicity=1 charge=-2
P -0.3441 -2.4802 -0.0343 0.87
P 1.1211 -0.3607 -1.7904 -0.13
O -1.4013 -2.9204 0.8852 -0.81
O 2.2366 -0.5885 -0.8480 -0.68
O 0.9557 -2.1688 0.9302 -0.51
O 0.0604 -3.3798 -1.1846 -0.75
O -2.2918 -0.1188 -2.1738 -0.59
N -1.3477 -0.9481 -1.9381 -0.29
N -0.2262 1.1171 0.7570 0.48
N 0.8719 2.3814 2.1438 -0.81
C -0.5912 -0.6959 -0.7631 0.82
C -0.0025 1.3755 2.0488 0.05
C -1.1979 0.2005 0.1517 -1.21
C 0.4419 2.0785 -0.0467 -0.35
C 1.1887 2.8040 0.8995 -0.60
H -1.6265 -0.3273 1.0323 0.37
H 0.3282 2.0050 -1.1375 0.55
H 1.5453 -1.7585 0.2507 0.42
H -0.6188 1.0796 2.8901 0.34
H -1.8192 0.7079 -0.5673 0.46
H 0.8265 -1.6312 -2.3126 -0.02
H 1.8907 3.6289 0.8071 0.40


2.
166
Properties=species:S:1:pos:R:3:mulliken_charge:R:1 method="wB97M-V/def2-TZVPD" homo_energy_ev=-8.8 total_energy_ev=-90574.1420 multiplicity=1
O -1.4467 -1.2891 6.7930 -0.63
O -2.7795 2.0511 2.1495 -0.22
O 2.8307 -4.5501 -1.9335 -0.56
O 1.4441 -2.5663 -0.3520 -0.34
O 4.1842 -0.4003 -1.2942 -0.47
O -2.2046 -0.3825 3.8679 0.18
O -0.9507 3.6546 -3.1930 -0.40
O -5.2830 -5.4006 -2.6143 -0.60
O -3.0562 1.6791 -4.7142 -0.61
O -8.3285 1.5095 -1.8946 -0.40
O -1.2214 -1.6542 -0.1264 0.67
O -1.9467 -3.1455 4.0717 -0.56
O 1.0668 4.2091 1.3701 0.17
O 8.5327 -2.7082 -1.5329 -0.29
O 3.8955 7.6584 6.1351 -0.35
O 2.5249 3.4375 -1.9570 -0.46
O 0.9849 -2.4682 4.2832 -0.50
O 1.1628 -3.1326 -6.8714 -0.56
O -3.9575 -5.0861 2.8509 -0.59
O 2.8079 -0.3088 3.6524 -0.64
O -0.5699 -1.8895 -4.9113 -0.47
O -0.2724 1.1119 -4.7241 -0.61
N 5.4321 -3.1877 -1.4286 0.11
N 3.1621 6.2388 2.7706 -0.18
N -5.1404 0.7654 -0.2708 0.02
C 1.3460 -3.9491 -0.1578 -0.13
C 2.6306 -4.7249 -0.5039 -0.89
C 1.3824 5.5768 1.1240 -0.76
C -1.0576 -0.3445 -1.9863 -0.24
C -4.0945 -4.6175 -2.5523 0.85
C -1.9174 -0.0259 6.3416 -0.68
C 4.3893 -1.1335 -2.4663 0.09
C 3.6772 7.2231 7.4902 -0.75
C -9.5503 1.3024 -1.2531 -0.68
C -3.0596 -5.4540 -1.8557 -0.93
C -6.6132 0.8228 -0.2249 -0.57
C 1.0984 3.4732 -1.9481 1.04
C -1.6986 -0.3919 -0.6017 2.34
C 0.2949 4.3245 -2.9255 -0.63
C -2.2118 -3.4445 2.7218 0.55
C 1.7904 6.4147 2.3562 -0.53
C 6.5582 -4.1426 -1.4676 -0.73
C 3.5344 7.2469 3.7601 -0.86
C 9.4824 -2.0289 -0.7963 -0.82
C -3.8744 2.1961 1.2884 -0.74
C 3.2730 6.7650 5.2053 -0.30
C -1.9032 3.1700 2.2361 -0.95
C 5.5400 -2.1687 -2.4729 -1.29
C 1.4053 -2.2050 2.9633 0.17
C 1.3895 -3.2737 -5.4875 -0.51
C -2.5739 0.4460 -4.2363 -0.60
C 0.7973 -2.1607 -4.5979 -0.20
C -1.3006 0.1011 -4.9978 1.48
C -3.6715 -3.9895 -3.8798 -0.95
C 3.3236 0.6884 -1.5199 -0.52
C -1.2364 0.6537 0.4217 0.78
C 7.8039 -3.6592 -0.7209 -0.67
C 1.7183 -0.7098 2.7951 0.51
C -2.8218 -0.0944 5.1165 -0.41
C -3.6704 -3.7651 2.4141 -0.33
C -7.3232 0.5558 -1.5575 -0.46
C 2.2513 3.4309 1.4654 -0.42
C -4.4933 0.7936 1.0092 0.52
H -3.4742 2.1840 -4.0139 0.45
H 0.0295 -0.4175 -1.9552 -0.14
H -0.8362 1.7570 -4.2721 0.37
H -1.5316 4.2410 -3.6830 0.23
H 0.7665 -4.1244 -5.1779 0.32
H -4.3411 -3.7587 -1.9097 -0.07
H 4.6152 7.3819 8.0201 0.26
H -9.4332 0.8583 -0.2603 0.29
H 4.7533 -0.4910 -3.2802 0.51
H 0.6029 -2.5173 2.2925 -0.43
H -3.3141 -0.3530 -4.3545 0.22
H 1.4731 -1.2998 -4.6785 0.36
H -1.9250 -2.1810 4.1234 0.17
H -1.9424 -2.5849 2.0898 -0.56
H -3.6634 0.0894 0.8993 -0.56
H 5.4942 -2.5749 -3.5012 0.36
H 3.3113 6.2119 7.6653 0.34
H -0.9360 -0.8410 -4.5890 -1.43
H 0.8348 -0.1106 3.0139 0.09
H 3.3197 1.4774 -0.7661 0.10
H 0.9219 -4.3111 0.7897 0.12
H -3.3785 -4.7305 -4.6202 0.35
H 2.2379 -5.2170 -2.2960 0.31
H 2.8960 3.7089 2.3015 0.03
H 0.1035 5.3543 -2.6224 0.38
H -5.9467 -4.9225 -3.1208 0.33
H 2.9421 7.9190 7.9010 0.26
H -4.3629 -3.0648 2.8964 0.18
H 10.2475 -2.6440 -0.3068 0.32
H -0.6197 -1.0988 -5.4559 0.26
H -3.5490 2.6817 0.3649 0.30
H 2.4276 0.2586 4.3275 0.39
H -1.0067 0.5452 6.1088 0.23
H 2.0139 2.3824 1.6344 -0.11
H 2.2968 0.3859 -1.7385 0.07
H -2.2538 0.3889 3.2932 -0.20
H 3.4532 -4.3519 0.1115 0.38
H 2.2908 -2.2916 0.0269 0.14
H 3.4773 5.3155 3.0063 0.15
H 4.6101 7.3957 3.6264 0.35
H 3.0859 8.2230 3.5916 0.38
H 9.1367 -1.2903 -0.0613 0.32
H -3.4205 -5.9541 -0.9619 0.37
H 8.4930 -4.4470 -0.4143 0.46
H -2.1479 -4.8752 -1.6882 -0.12
H -5.1066 0.4324 1.8402 0.35
H -1.4390 1.6222 -0.0429 0.25
H -1.9345 0.4677 1.2398 -1.85
H 1.0549 6.0940 3.1112 0.22
H 2.0626 -0.5037 1.7793 -0.29
H 2.8420 4.3481 -1.9746 0.28
H 0.6614 -2.3324 -7.0480 0.32
H 3.6494 5.7438 5.3007 0.33
H 1.5632 7.4605 2.1556 0.45
H -2.3088 0.5115 7.2050 0.40
H -7.6977 -0.4588 -1.6855 0.34
H -1.4921 3.5534 1.3007 0.34
H 0.8062 2.4917 -2.3296 -0.39
H -0.9102 -1.6426 6.0707 0.32
H 2.4074 -3.5298 -5.1942 0.33
H -2.9395 -3.2156 -3.6442 -0.02
H -1.4078 -1.2254 -2.5258 -0.58
H 1.6550 -2.2443 4.9368 0.32
H -7.0285 0.0890 0.4800 0.41
H -0.2008 0.6348 0.7492 0.27
H 2.7041 -5.7942 -0.2967 0.41
H 2.1910 6.7683 5.3668 0.30
H 2.2152 -2.8789 2.6637 0.38
H -2.3624 0.5657 -3.1672 0.27
H 0.7275 3.6148 -0.9323 -0.38
H -1.5431 -4.1772 2.2612 0.38
H -4.6049 2.8215 1.8193 0.49
H -1.4968 0.2137 -6.0636 0.60
H 2.1665 5.6393 0.3621 0.31
H -4.5401 -3.4015 -4.1916 0.36
H -2.4046 4.0444 2.6677 0.48
H -3.9057 -3.6649 1.3526 0.15
H -3.5182 0.7446 5.0295 0.50
H 4.7194 -3.7142 -1.9331 0.05
H -2.7721 -0.2964 -0.7769 -1.01
H 3.7192 1.2627 -2.3692 0.54
H 2.9181 3.4387 0.5987 0.42
H -2.6940 -6.1825 -2.5889 0.41
H 10.0806 -1.3838 -1.4490 0.28
H -3.5402 -0.9124 5.2455 0.32
H 6.9237 -4.3270 -2.4838 0.37
H 0.5477 -4.4129 -0.7484 0.13
H -1.0847 2.9686 2.9231 0.19
H 7.4644 -3.0496 0.1225 0.35
H 0.7916 4.2033 -3.8941 0.32
H -4.8862 -0.0619 -0.7955 0.10
H 6.2588 -5.0326 -0.9140 0.44
H -10.1171 2.2302 -1.1489 0.26
H 0.4741 6.0306 0.7221 0.38
H -6.7741 1.8141 0.2037 0.37
H -3.5091 -5.2350 3.6887 0.37
H -0.2702 -1.7837 -0.2368 -0.46
H 0.9267 -2.3852 -3.5373 -0.03
H -6.5467 0.8162 -2.2833 0.23
H -1.4476 0.5076 -2.5542 0.19
H 6.4866 -1.6771 -2.7222 0.52
H 3.4955 -1.6341 -2.8541 -0.10
H -10.2672 0.6693 -1.7926 0.27